Entry 1:
{
  "formula": "C21H13N3O5",
  "method": "the ωB97M-V functional and the def2-TZVPD basis",
  "homo_lumo_gap_ev": 7.6012,
  "total_energy_ha": -1348.40282,
  "smiles": "O=C(N/N=C1\\C(=O)N([C@@H]2OC(=O)c3ccccc32)c2ccccc21)c1ccco1",
  "e_homo_ev": -8.79,
  "elements": ["O", "O", "O", "N", "O", "O", "C", "C", "C", "C", "C", "C", "C", "C", "C", "C", "C", "C", "C", "C", "C", "C", "C", "C", "C", "C", "N", "N", "C", "H", "H", "H", "H", "H", "H", "H", "H", "H", "H", "H", "H", "H"],
  "xyz": [[4.087, -2.659, -2.015], [-1.959, 3.745, 2.042], [1.061, 0.154, 0.108], [-1.210, 0.868, 2.016], [1.394, 4.291, 0.844], [2.096, -3.080, -0.786], [2.875, -2.497, -1.808], [-0.759, 3.355, 1.779], [0.248, -0.666, 0.603], [1.854, 5.621, 0.737], [0.942, 6.502, 1.405], [-0.027, 5.717, 1.962], [0.266, 4.407, 1.574], [-0.834, -0.317, 1.597], [1.341, -0.134, -4.259], [-3.096, -3.375, 2.576], [-2.419, -4.320, 1.738], [-0.047, -0.406, -3.795], [2.385, -0.774, -3.598], [-2.561, -2.065, 2.594], [-1.270, -3.883, 1.109], [-0.338, -1.136, -2.631], [2.020, -1.610, -2.617], [-1.482, -1.605, 1.891], [-0.945, -2.570, 1.044], [0.744, -1.680, -2.026], [-0.583, 2.050, 1.475], [0.174, -2.046, 0.369], [0.708, -2.692, -0.868], [2.786, 5.851, 0.323], [1.004, 7.531, 1.499], [-0.908, 5.920, 2.355], [1.596, 0.561, -5.084], [-3.940, -3.809, 3.081], [-2.755, -5.364, 1.683], [-0.886, 0.063, -4.323], [3.371, -0.629, -3.933], [-3.295, -1.504, 3.204], [-0.642, -4.610, 0.551], [-1.283, -1.424, -2.306], [0.295, 1.815, 0.980], [-0.006, -3.595, -1.088]],
  "nbo_charge": [-0.54, -0.58, -0.58, -0.10, -0.38, -0.50, 0.79, 0.59, 0.64, 0.10, -0.29, -0.22, 0.17, 0.07, -0.20, -0.23, -0.16, -0.16, -0.16, -0.18, -0.27, -0.22, -0.18, -0.06, 0.17, 0.00, -0.45, -0.44, 0.25, 0.21, 0.23, 0.24, 0.23, 0.23, 0.22, 0.22, 0.24, 0.24, 0.22, 0.22, 0.42, 0.22]
}



Entry 2:
{
  "formula": "C21H13N5O6RhS2",
  "method": "the ωB97M-V functional and the def2-TZVPD basis",
  "total_charge": -1,
  "homo_lumo_gap_ev": 5.9266,
  "total_energy_ha": -2440.35067,
  "e_homo_ev": -5.13,
  "elements": ["Rh", "O", "S", "O", "O", "O", "C", "C", "C", "C", "N", "C", "C", "C", "C", "C", "C", "N", "H", "H", "H", "H", "H", "H", "H", "H", "N", "C", "C", "C", "N", "C", "N", "O", "C", "O", "C", "C", "C", "C", "S", "C", "C", "H", "H", "H", "H", "H"],
  "xyz": [[0.817, 1.305, 0.331], [3.447, -0.053, 2.204], [2.768, 1.209, 2.177], [3.218, 2.115, 3.198], [1.216, 1.014, 2.286], [2.755, 1.851, 0.748], [1.360, 1.386, -3.920], [0.102, 1.052, -4.389], [-0.915, 0.801, -3.481], [-0.641, 0.885, -2.128], [0.577, 1.233, -1.692], [1.559, 1.474, -2.553], [-1.606, 0.577, -1.045], [-2.926, 0.211, -1.238], [-3.720, -0.051, -0.133], [-3.176, 0.056, 1.135], [-1.848, 0.426, 1.258], [-1.095, 0.675, 0.191], [2.181, 1.577, -4.597], [-0.085, 0.979, -5.451], [-1.907, 0.537, -3.819], [2.512, 1.739, -2.114], [-3.326, 0.133, -2.238], [-4.756, -0.338, -0.262], [-3.764, -0.144, 2.019], [-1.350, 0.529, 2.215], [0.243, 3.260, 0.541], [0.546, 4.263, 1.049], [0.798, 5.497, 1.600], [0.007, 5.949, 2.687], [-0.652, 6.325, 3.556], [1.798, 6.332, 1.039], [2.592, 7.027, 0.573], [-1.444, -6.166, 2.104], [-0.863, -5.945, 0.895], [-0.991, -6.776, 0.034], [-0.109, -4.678, 0.728], [-0.187, -3.602, 1.614], [0.461, -2.411, 1.349], [1.223, -2.255, 0.182], [2.004, -0.760, -0.204], [1.351, -3.360, -0.675], [0.683, -4.537, -0.414], [-1.219, -5.453, 2.712], [-0.773, -3.663, 2.526], [0.400, -1.581, 2.043], [1.972, -3.262, -1.557], [0.762, -5.381, -1.086]],
  "nbo_charge": [0.96, -0.98, 2.54, -0.96, -0.95, -0.93, -0.23, -0.15, -0.21, 0.18, -0.36, 0.10, 0.18, -0.21, -0.15, -0.23, 0.09, -0.36, 0.23, 0.22, 0.22, 0.25, 0.22, 0.22, 0.23, 0.25, -0.53, 0.51, -0.58, 0.32, -0.39, 0.32, -0.39, -0.68, 0.78, -0.59, -0.26, -0.19, -0.20, -0.15, -0.06, -0.25, -0.14, 0.48, 0.18, 0.23, 0.22, 0.23]
}



Entry 3:
{
  "formula": "C21H14Br2N5OS2Sr",
  "method": "the ωB97M-V functional and the def2-TZVPD basis",
  "total_charge": -1,
  "homo_lumo_gap_ev": 6.0054,
  "total_energy_ha": -7132.88008,
  "e_homo_ev": -4.50,
  "elements": ["Sr", "S", "C", "S", "C", "C", "N", "C", "N", "Br", "C", "C", "C", "C", "C", "C", "H", "H", "H", "H", "Br", "C", "C", "C", "C", "N", "C", "H", "H", "H", "H", "N", "C", "O", "C", "C", "C", "N", "C", "C", "H", "H", "H", "H", "H", "H"],
  "xyz": [[12.092, 4.687, 16.236], [9.556, 3.032, 16.066], [8.677, 4.521, 15.744], [9.465, 6.051, 15.984], [7.363, 4.375, 15.096], [7.139, 5.070, 13.893], [7.146, 5.767, 12.949], [6.327, 3.598, 15.569], [5.484, 2.888, 15.962], [19.729, 4.758, 16.467], [17.849, 4.599, 16.498], [17.196, 4.967, 17.695], [15.799, 4.880, 17.754], [15.095, 4.361, 16.646], [15.754, 3.943, 15.491], [17.177, 4.068, 15.383], [17.774, 5.386, 18.541], [15.291, 5.199, 18.649], [15.199, 3.506, 14.647], [17.698, 3.852, 14.436], [13.341, 2.925, 22.238], [12.145, 3.562, 20.949], [10.865, 3.957, 21.409], [10.011, 4.630, 20.528], [10.455, 4.890, 19.252], [11.678, 4.543, 18.829], [12.478, 3.809, 19.607], [10.554, 3.728, 22.411], [9.040, 5.030, 20.838], [9.796, 5.327, 18.509], [13.456, 3.510, 19.253], [10.133, 4.303, 9.022], [11.428, 4.425, 9.415], [12.341, 4.437, 8.585], [11.706, 4.508, 10.884], [13.047, 4.570, 11.335], [13.269, 4.652, 12.707], [12.283, 4.589, 13.622], [11.017, 4.536, 13.172], [10.692, 4.508, 11.834], [9.903, 4.546, 8.073], [9.371, 4.400, 9.663], [13.883, 4.557, 10.586], [14.289, 4.785, 13.140], [10.250, 4.592, 13.917], [9.642, 4.628, 11.595]],
  "nbo_charge": [1.73, -0.42, -0.18, -0.42, -0.57, 0.33, -0.46, 0.31, -0.42, 0.01, -0.13, -0.25, -0.28, -0.48, -0.29, -0.26, 0.21, 0.19, 0.18, 0.21, 0.08, -0.14, -0.17, -0.24, 0.04, -0.52, 0.02, 0.23, 0.23, 0.24, 0.23, -0.80, 0.64, -0.61, -0.09, -0.21, 0.03, -0.54, 0.05, -0.23, 0.40, 0.40, 0.25, 0.22, 0.24, 0.24]
}



Entry 4:
{
  "formula": "C21H14CdClF4N4O5",
  "method": "the ωB97M-V functional and the def2-TZVPD basis",
  "total_charge": -1,
  "homo_lumo_gap_ev": 5.9424,
  "total_energy_ha": -2430.94991,
  "e_homo_ev": -4.47,
  "elements": ["Cd", "C", "C", "C", "C", "C", "H", "H", "H", "H", "H", "O", "Cl", "O", "O", "O", "C", "C", "C", "C", "O", "H", "H", "H", "H", "H", "H", "H", "H", "H", "F", "C", "C", "F", "C", "C", "C", "F", "C", "C", "C", "N", "C", "N", "F", "C", "C", "N", "C", "N"],
  "xyz": [[-0.326, -0.383, 1.575], [1.579, 1.578, 2.976], [2.127, 1.764, 1.583], [1.576, 3.105, 1.165], [0.870, 3.612, 2.175], [0.868, 2.659, 3.303], [1.741, 0.682, 3.560], [3.222, 1.766, 1.586], [1.747, 3.545, 0.194], [0.349, 4.558, 2.173], [0.346, 2.817, 4.235], [-3.129, 1.459, -0.161], [-2.848, 1.042, 1.162], [-3.820, 1.481, 2.096], [-2.685, -0.415, 1.225], [-1.510, 1.568, 1.563], [0.741, -3.783, 3.946], [0.815, -2.897, 2.703], [-0.008, -3.521, 1.574], [2.272, -2.749, 2.255], [0.293, -1.641, 3.061], [1.164, -4.773, 3.759], [-0.298, -3.896, 4.257], [1.293, -3.314, 4.761], [0.325, -4.529, 1.321], [0.081, -2.915, 0.661], [-1.060, -3.561, 1.861], [2.729, -3.714, 2.023], [2.851, -2.267, 3.044], [2.329, -2.124, 1.358], [1.569, 2.075, -4.170], [0.461, 1.447, -3.741], [-0.696, 1.559, -4.467], [-0.647, 2.304, -5.581], [-1.908, 0.916, -4.106], [-1.813, 0.174, -2.901], [-0.650, 0.083, -2.186], [-0.652, -0.662, -1.037], [0.541, 0.692, -2.575], [1.789, 0.508, -1.812], [1.739, 0.650, -0.504], [1.707, 0.641, 0.713], [3.009, 0.053, -2.404], [3.989, -0.312, -2.881], [-2.880, -0.489, -2.441], [-3.092, 1.001, -4.877], [-3.194, 1.779, -6.060], [-3.346, 2.389, -7.029], [-4.281, 0.293, -4.560], [-5.278, -0.258, -4.373]],
  "nbo_charge": [1.71, -0.25, -0.14, -0.21, -0.19, -0.17, 0.25, 0.24, 0.23, 0.23, 0.23, -0.78, 2.54, -0.79, -0.91, -0.97, -0.62, 0.23, -0.63, -0.63, -1.04, 0.20, 0.21, 0.21, 0.21, 0.18, 0.22, 0.20, 0.21, 0.20, -0.31, 0.41, 0.28, -0.30, -0.03, 0.28, 0.40, -0.36, -0.27, -0.31, 0.53, -0.52, 0.29, -0.30, -0.29, -0.48, 0.31, -0.41, 0.31, -0.40]
}



Entry 5:
{
  "formula": "C21H14Cl3MnN3O7S2Si",
  "method": "the ωB97M-V functional and the def2-TZVPD basis",
  "total_charge": -2,
  "homo_lumo_gap_ev": [6.9787, 7.1459],
  "spin_multiplicity": 6,
  "total_energy_ha": -5117.25477,
  "e_homo_ev": [-2.64, -2.96],
  "elements": ["Mn", "O", "C", "C", "C", "C", "C", "C", "C", "O", "N", "N", "C", "C", "C", "C", "C", "C", "C", "O", "H", "H", "H", "H", "H", "H", "H", "H", "H", "H", "Cl", "Si", "Cl", "Cl", "O", "O", "O", "S", "O", "N", "C", "S", "C", "C", "C", "C", "C", "C", "H", "H", "H", "H"],
  "xyz": [[-0.769, 2.377, -0.806], [-1.643, 1.932, 3.569], [-0.377, 1.655, 3.928], [-0.140, 1.463, 5.292], [1.129, 1.183, 5.754], [2.198, 1.088, 4.866], [1.966, 1.274, 3.517], [0.692, 1.556, 3.022], [0.500, 1.730, 1.558], [-0.695, 2.062, 1.137], [1.507, 1.513, 0.773], [1.102, 1.696, -0.553], [1.924, 1.307, -1.455], [1.671, 1.370, -2.871], [2.700, 0.965, -3.734], [2.542, 0.973, -5.100], [1.310, 1.385, -5.623], [0.280, 1.778, -4.803], [0.426, 1.792, -3.398], [-0.584, 2.193, -2.681], [-1.636, 2.098, 2.597], [-0.984, 1.545, 5.964], [1.291, 1.036, 6.816], [3.196, 0.868, 5.221], [2.773, 1.201, 2.801], [2.868, 0.885, -1.120], [3.635, 0.636, -3.293], [3.343, 0.655, -5.754], [1.161, 1.389, -6.697], [-0.675, 2.093, -5.201], [1.080, 5.439, 0.999], [-0.096, 4.887, -0.689], [-1.586, 6.413, -0.691], [1.165, 5.492, -2.293], [-2.693, 2.507, -0.762], [-3.249, 2.854, -1.886], [-0.006, -5.637, -2.416], [0.274, -4.909, -1.199], [1.438, -5.341, -0.459], [0.272, -3.313, -1.434], [-0.708, -2.696, -0.793], [-1.054, -1.068, -0.778], [-1.592, -3.656, -0.013], [-2.706, -3.372, 0.761], [-3.352, -4.429, 1.389], [-2.894, -5.739, 1.248], [-1.776, -6.020, 0.471], [-1.151, -4.954, -0.146], [-3.034, -2.345, 0.855], [-4.224, -4.234, 2.002], [-3.414, -6.545, 1.752], [-1.407, -7.031, 0.351]],
  "nbo_charge": [1.49, -0.69, 0.43, -0.31, -0.19, -0.28, -0.13, -0.22, 0.58, -0.80, -0.40, -0.38, 0.20, -0.25, -0.13, -0.29, -0.18, -0.29, 0.49, -0.76, 0.52, 0.21, 0.20, 0.20, 0.23, 0.19, 0.20, 0.20, 0.20, 0.22, -0.48, 0.74, -0.47, -0.48, -0.40, -0.19, -0.97, 2.29, -0.97, -0.82, 0.10, -0.29, -0.11, -0.17, -0.22, -0.22, -0.22, -0.25, 0.25, 0.20, 0.20, 0.22]
}



Entry 6:
{
  "formula": "C21H14ClN3O3S3Sc",
  "method": "the ωB97M-V functional and the def2-TZVPD basis",
  "total_charge": -1,
  "homo_lumo_gap_ev": 5.2593,
  "total_energy_ha": -3614.46263,
  "e_homo_ev": -3.89,
  "elements": ["Sc", "Cl", "C", "C", "C", "C", "O", "C", "C", "N", "C", "C", "C", "C", "C", "C", "C", "C", "N", "C", "C", "H", "H", "H", "H", "H", "H", "H", "H", "H", "H", "S", "C", "S", "S", "O", "C", "C", "C", "C", "O", "N", "H", "H", "H", "H"],
  "xyz": [[0.140, -1.218, -1.029], [-0.738, -1.821, 6.153], [-0.729, -1.915, 4.417], [-0.432, -3.137, 3.808], [-0.445, -3.235, 2.442], [-0.746, -2.122, 1.606], [-0.821, -2.260, 0.336], [-0.966, -0.859, 2.257], [-1.126, 0.349, 1.519], [-1.057, 0.443, 0.224], [-1.261, 1.648, -0.430], [-1.508, 2.873, 0.176], [-1.771, 4.019, -0.571], [-1.829, 3.972, -1.939], [-1.583, 2.758, -2.609], [-1.639, 2.646, -4.013], [-1.382, 1.437, -4.600], [-1.071, 0.344, -3.784], [-1.001, 0.402, -2.465], [-1.269, 1.588, -1.861], [-0.984, -0.799, 3.663], [-0.188, -3.993, 4.418], [-0.221, -4.173, 1.957], [-1.305, 1.229, 2.144], [-1.482, 2.965, 1.249], [-1.949, 4.952, -0.057], [-2.046, 4.855, -2.526], [-1.892, 3.516, -4.603], [-1.412, 1.313, -5.673], [-0.875, -0.611, -4.255], [-1.199, 0.143, 4.146], [1.362, -2.785, -5.320], [0.975, -2.246, -3.802], [1.837, -0.950, -3.066], [-0.366, -2.898, -2.921], [1.833, -2.445, -0.142], [2.197, -1.465, 0.517], [3.209, -1.472, 1.655], [3.377, 0.013, 1.942], [2.250, 0.671, 1.121], [1.930, 1.836, 1.201], [1.678, -0.251, 0.297], [4.123, -1.986, 1.358], [2.768, -2.017, 2.494], [4.330, 0.401, 1.573], [3.286, 0.283, 2.994]],
  "nbo_charge": [1.42, -0.03, -0.09, -0.19, -0.27, 0.42, -0.73, -0.17, 0.20, -0.51, 0.13, -0.21, -0.21, -0.18, -0.11, -0.12, -0.26, 0.13, -0.48, 0.23, -0.19, 0.22, 0.23, 0.16, 0.21, 0.21, 0.21, 0.21, 0.23, 0.25, 0.22, -0.22, -0.51, -0.25, -0.24, -0.61, 0.68, -0.51, -0.51, 0.70, -0.62, -0.72, 0.23, 0.23, 0.23, 0.23]
}